a | Molecular formula: C43H60N7O2ReS2
Method: DFT, ωB97M-V/def2-TZVPD

Calculated values
HOMO-LUMO gap (spin up / spin down) (eV): 5.450 / 5.883
Highest occupied orbital energy (spin up / spin down) (eV): -10.163 / -10.241

ORCA input file:
```
! wB97M-V def2-TZVPD RIJCOSX def2/J DEFGRID3
* xyz 1 2
Re 0.272 0.018 0.762
C 4.406 1.766 3.420
S 4.516 2.257 1.686
C 2.916 1.721 0.986
S 2.622 -0.112 1.283
N 1.858 2.520 1.375
N 0.662 2.054 1.241
C -0.380 2.840 1.375
C -1.659 2.260 1.182
C -2.845 2.993 1.333
C -4.054 2.385 1.095
C -4.066 1.045 0.714
C -2.865 0.372 0.608
N -1.689 0.954 0.823
H 5.385 1.962 3.847
H 4.180 0.705 3.474
H 3.655 2.367 3.922
H -0.261 3.895 1.573
H -2.778 4.025 1.628
H -4.976 2.933 1.215
H -4.991 0.533 0.500
H -2.829 -0.661 0.303
C 1.639 0.194 5.348
C 0.778 0.943 4.321
C 0.925 2.468 4.442
C -0.656 0.523 4.502
C -1.326 0.983 5.626
C -2.603 0.555 5.920
C -3.210 -0.367 5.093
C -2.577 -0.867 3.962
C -3.342 -1.915 3.176
C -4.778 -1.451 2.891
C -3.435 -3.240 3.949
C -1.283 -0.390 3.642
N -0.590 -0.914 2.516
C -0.522 -2.227 2.482
C -0.075 -2.883 1.348
C -0.004 -4.262 1.060
C 0.510 -4.352 -0.208
C 0.769 -3.038 -0.665
N 0.362 -2.143 0.261
C 1.547 -2.751 -1.921
C 2.969 -2.373 -1.483
C 0.933 -1.610 -2.727
C 1.641 -3.995 -2.810
H 2.695 0.346 5.148
H 1.431 -0.875 5.313
H 1.428 0.545 6.356
H 1.115 0.623 3.332
H 1.236 2.753 5.441
H -0.020 2.959 4.218
H 1.667 2.844 3.741
H -0.823 1.671 6.287
H -3.111 0.912 6.802
H -4.198 -0.723 5.337
H -2.845 -2.109 2.220
H -5.415 -1.648 3.750
H -5.190 -1.991 2.041
H -4.805 -0.386 2.681
H -3.828 -3.074 4.949
H -2.476 -3.741 4.051
H -4.110 -3.914 3.425
H -0.811 -2.802 3.353
H -0.321 -5.056 1.706
H 0.692 -5.253 -0.754
H 2.944 -1.492 -0.848
H 3.586 -2.176 -2.355
H 3.412 -3.187 -0.914
H 0.780 -0.754 -2.081
H -0.014 -1.927 -3.157
H 1.598 -1.323 -3.540
H 2.232 -4.771 -2.331
H 2.131 -3.735 -3.746
H 0.654 -4.390 -3.043
C -4.585 -0.495 -2.616
C -3.156 -0.528 -3.174
C -2.928 -1.835 -3.938
C -2.938 0.659 -4.113
N -2.239 -0.492 -2.012
N -1.352 0.578 -1.814
H -5.312 -0.507 -3.423
H -4.736 0.404 -2.023
H -4.753 -1.361 -1.981
H -3.680 -1.955 -4.714
H -2.997 -2.688 -3.264
H -1.948 -1.837 -4.414
H -3.605 0.565 -4.965
H -1.916 0.678 -4.490
H -3.158 1.605 -3.621
H -1.721 -1.358 -1.908
H -1.879 1.446 -1.769
H -0.635 0.667 -2.536
C 4.606 2.190 -6.668
C 4.057 2.038 -5.288
C 4.784 1.404 -4.292
C 4.304 1.267 -2.999
C 5.178 0.593 -1.988
C 3.017 1.755 -2.709
C 2.272 2.418 -3.696
C 0.928 3.034 -3.435
C 2.805 2.549 -4.968
C 2.434 1.551 -1.367
O 3.265 1.880 -0.397
O 1.304 1.101 -1.188
H 5.620 1.809 -6.731
H 4.610 3.238 -6.958
H 3.984 1.652 -7.381
H 5.761 1.005 -4.527
H 5.888 -0.061 -2.488
H 4.618 0.006 -1.268
H 5.747 1.338 -1.430
H 0.692 3.112 -2.377
H 0.157 2.436 -3.923
H 0.895 4.032 -3.871
H 2.230 3.061 -5.726
*
```

---

b | Molecular formula: C43H60N7O2ReS2
Method: DFT, ωB97M-V/def2-TZVPD

Calculated values
HOMO-LUMO gap (spin up / spin down) (eV): 6.164 / 6.073
Highest occupied orbital energy (spin up / spin down) (eV): -10.193 / -10.237

ORCA input file:
```
! wB97M-V def2-TZVPD RIJCOSX def2/J DEFGRID3
* xyz 1 2
Re 0.667 0.088 0.487
C 2.108 -0.061 5.391
S 0.358 -0.467 5.283
C 0.151 -0.611 3.488
S 0.654 0.962 2.649
N 0.759 -1.747 2.950
N 0.962 -1.668 1.666
C 1.353 -2.750 1.046
C 1.567 -2.636 -0.352
C 2.002 -3.700 -1.142
C 2.132 -3.518 -2.499
C 1.852 -2.268 -3.052
C 1.471 -1.242 -2.227
N 1.291 -1.423 -0.902
H 2.282 0.154 6.445
H 2.334 0.828 4.803
H 2.730 -0.899 5.088
H 1.461 -3.681 1.586
H 2.216 -4.652 -0.669
H 2.462 -4.335 -3.130
H 1.935 -2.091 -4.114
H 1.245 -0.261 -2.618
C 4.781 -0.048 3.007
C 3.988 -0.968 2.068
C 4.113 -2.447 2.495
C 4.483 -0.761 0.648
C 5.717 -1.335 0.351
C 6.337 -1.144 -0.867
C 5.721 -0.351 -1.814
C 4.486 0.245 -1.584
C 3.958 1.135 -2.717
C 4.061 0.449 -4.096
C 4.736 2.459 -2.801
C 3.847 0.027 -0.333
N 2.588 0.739 -0.086
C 2.609 2.022 -0.393
C 1.442 2.744 -0.481
C 1.230 4.061 -0.862
C -0.136 4.266 -0.773
C -0.737 3.080 -0.310
N 0.237 2.110 -0.178
C -2.199 3.054 0.136
C -2.233 3.120 1.674
C -2.955 1.817 -0.328
C -2.929 4.285 -0.411
H 4.364 -0.067 4.019
H 4.763 0.986 2.651
H 5.827 -0.365 3.064
H 2.955 -0.663 2.135
H 5.044 -2.625 3.047
H 4.109 -3.111 1.628
H 3.283 -2.746 3.136
H 6.207 -1.935 1.114
H 7.303 -1.594 -1.072
H 6.216 -0.184 -2.767
H 2.913 1.376 -2.536
H 5.066 0.567 -4.511
H 3.363 0.908 -4.803
H 3.853 -0.614 -4.035
H 5.807 2.259 -2.883
H 4.589 3.107 -1.933
H 4.427 3.018 -3.689
H 3.557 2.501 -0.597
H 1.996 4.764 -1.177
H -0.659 5.186 -0.994
H -1.743 2.252 2.111
H -3.273 3.149 2.021
H -1.720 4.017 2.035
H -2.429 0.919 -0.037
H -3.088 1.837 -1.410
H -3.949 1.793 0.134
H -2.550 5.211 0.030
H -3.990 4.208 -0.158
H -2.845 4.355 -1.501
C -1.524 -1.106 -4.878
C -2.309 -0.525 -3.703
C -3.022 0.747 -4.154
C -3.341 -1.544 -3.228
N -1.323 -0.171 -2.624
N -1.354 -0.853 -1.376
H -2.191 -1.393 -5.698
H -0.970 -1.994 -4.556
H -0.807 -0.368 -5.254
H -3.638 0.548 -5.035
H -2.295 1.523 -4.423
H -3.675 1.133 -3.368
H -4.051 -1.735 -4.036
H -3.909 -1.173 -2.369
H -2.882 -2.501 -2.963
H -1.303 0.817 -2.444
H -1.218 -1.838 -1.549
H -2.228 -0.734 -0.880
C -7.735 -1.003 2.587
C -6.228 -0.931 2.534
C -5.520 -0.048 3.342
C -4.133 0.031 3.321
C -3.458 1.010 4.259
C -3.444 -0.801 2.421
C -4.128 -1.712 1.601
C -3.433 -2.685 0.666
C -5.511 -1.760 1.679
C -1.974 -0.702 2.298
O -1.333 -0.692 3.444
O -1.424 -0.630 1.197
H -8.139 -0.346 3.357
H -8.065 -2.023 2.799
H -8.170 -0.713 1.626
H -6.067 0.605 4.017
H -4.155 1.804 4.530
H -2.568 1.472 3.834
H -3.149 0.508 5.179
H -2.365 -2.776 0.853
H -3.571 -2.381 -0.377
H -3.878 -3.674 0.770
H -6.046 -2.476 1.057
*
```

---

So which one is most stable? That would be b, about 18.7 kcal/mol below the next structure.

---

a | Molecular formula: CH4F2Si
Method: DFT, ωB97M-V/def2-TZVPD

Calculated values
HOMO-LUMO gap (eV): 8.831
Highest occupied orbital energy (eV): -9.977

ORCA input file:
```
! wB97M-V def2-TZVPD RIJCOSX def2/J DEFGRID3
* xyz 0 1
C -1.044 0.411 0.608
F -3.303 1.282 1.523
F 0.414 -2.104 1.213
Si -1.084 -1.373 0.850
H -0.030 0.833 0.328
H -1.643 0.620 -0.251
H -2.244 0.885 1.414
H -1.986 -2.459 0.918
*
```

---

b | Molecular formula: CH4F2Si
Method: DFT, ωB97M-V/def2-TZVPD

Calculated values
SMILES: C[SiH](F)F
HOMO-LUMO gap (eV): 13.121
Highest occupied orbital energy (eV): -12.202

ORCA input file:
```
! wB97M-V def2-TZVPD RIJCOSX def2/J DEFGRID3
* xyz 0 1
C 0.919 0.119 0.360
F -1.799 1.183 0.272
F -1.609 -1.311 0.111
Si -0.750 -0.089 -0.425
H 1.521 0.930 -0.151
H 0.961 0.135 1.432
H 1.516 -0.741 0.280
H -0.759 -0.226 -1.878
*
```

---

So which one is most stable? That would be b, about 103.6 kcal/mol below the next structure.

---

a | Molecular formula: C2H2O3S
Method: DFT, ωB97M-V/def2-TZVPD

Calculated values
HOMO-LUMO gap (eV): 9.029
Highest occupied orbital energy (eV): -9.857

ORCA input file:
```
! wB97M-V def2-TZVPD RIJCOSX def2/J DEFGRID3
* xyz 0 1
C 1.125 0.209 0.427
C 0.609 -0.947 0.633
O -0.466 0.171 -1.852
O 1.156 1.367 0.183
O -2.064 0.793 -0.051
S -1.145 1.212 -1.109
H 0.947 -1.893 0.403
H -0.161 -0.911 1.367
*
```

---

b | Molecular formula: C2H2O3S
Method: DFT, ωB97M-V/def2-TZVPD

Calculated values
SMILES: O=C(O)C(=O)S
HOMO-LUMO gap (eV): 9.699
Highest occupied orbital energy (eV): -10.434

ORCA input file:
```
! wB97M-V def2-TZVPD RIJCOSX def2/J DEFGRID3
* xyz 0 1
C -0.826 -0.605 -0.059
C 0.341 0.330 -0.022
H -1.655 1.022 0.555
H 2.856 0.045 -0.282
O -1.920 0.038 0.016
O -0.836 -1.732 -0.119
O 0.318 1.577 -0.129
S 1.721 -0.674 0.040
*
```

---

So which one is most stable? That would be b, about 9.9 kcal/mol below the next structure.

---

a | Molecular formula: C2H2O3S
Method: DFT, ωB97M-V/def2-TZVPD

Calculated values
SMILES: O=C(O)C(O)=S
HOMO-LUMO gap (eV): 8.605
Highest occupied orbital energy (eV): -9.209

ORCA input file:
```
! wB97M-V def2-TZVPD RIJCOSX def2/J DEFGRID3
* xyz 0 1
C -0.960 0.295 -0.034
C 0.517 -0.265 -0.038
H -0.019 1.868 0.053
H 1.593 -1.822 0.087
O -0.923 1.589 0.091
O 0.662 -1.588 0.076
O 1.409 0.536 -0.163
S -2.279 -0.613 -0.072
*
```

---

b | Molecular formula: C2H2O3S
Method: DFT, ωB97M-V/def2-TZVPD

Calculated values
SMILES: O=S(=O)=C1CO1
HOMO-LUMO gap (spin up / spin down) (eV): 8.218 / 8.219
Highest occupied orbital energy (spin up / spin down) (eV): -10.358 / -10.357

ORCA input file:
```
! wB97M-V def2-TZVPD RIJCOSX def2/J DEFGRID3
* xyz 0 1
C 0.713 -0.150 -0.511
C -0.218 -1.191 0.078
O 0.912 2.311 0.438
O -1.168 1.719 -0.767
O 1.198 -1.025 0.322
S -0.143 1.402 0.180
H -0.993 -1.067 0.895
H -0.302 -2.000 -0.634
*
```

---

So which one is most stable? That would be a, about 114.8 kcal/mol below the next structure.

---

a | Molecular formula: C24H72N6O9
Method: DFT, ωB97M-V/def2-TZVPD

Calculated values
SMILES: COC[C@H](C)N.COC[C@H](C)N.COC[C@H](C)N.COC[C@H](C)N.COC[C@H](C)N.COC[C@H](C)N.O.O.O
HOMO-LUMO gap (eV): 9.325
Highest occupied orbital energy (eV): -8.891

ORCA input file:
```
! wB97M-V def2-TZVPD RIJCOSX def2/J DEFGRID3
* xyz 0 1
O 2.251 -0.674 -5.243
H 3.143 -1.034 -5.275
H 1.676 -1.448 -5.215
O -1.389 -0.662 -5.205
H -0.840 -0.116 -4.631
H -2.019 -0.046 -5.592
O 5.510 0.201 3.287
H 4.939 0.875 2.870
H 6.406 0.489 3.095
C -0.630 3.695 -1.431
C -0.729 3.292 -2.889
C -1.811 3.931 -3.739
O -2.090 3.050 -4.818
C -3.029 3.635 -5.681
N 0.596 3.135 -3.480
H 0.067 3.054 -0.893
H -1.596 3.624 -0.926
H -0.294 4.728 -1.289
H -1.144 2.274 -2.823
H -1.446 4.903 -4.105
H -2.737 4.061 -3.166
H -2.639 4.528 -6.180
H -3.966 3.894 -5.177
H -3.257 2.925 -6.476
H 0.650 3.535 -4.415
H 1.291 3.705 -3.003
C -0.129 -0.012 -0.051
C 1.054 0.180 -1.018
C 2.228 -0.715 -0.678
O 2.596 -0.501 0.670
C 3.470 -1.510 1.146
N 0.483 -0.168 -2.340
H -0.668 -0.939 -0.210
H -0.789 0.850 -0.219
H 0.139 0.142 0.998
H 1.320 1.236 -0.885
H 3.052 -0.431 -1.354
H 2.018 -1.778 -0.831
H 3.880 -1.186 2.100
H 4.274 -1.655 0.418
H 2.976 -2.470 1.340
H -0.131 0.627 -2.503
H 1.218 -0.112 -3.044
C 3.176 2.971 3.684
C 2.772 2.693 2.239
C 2.383 3.938 1.468
O 1.494 4.697 2.286
C 1.143 5.910 1.678
N 3.928 2.030 1.573
H 3.453 2.107 4.288
H 2.323 3.464 4.151
H 4.066 3.607 3.716
H 1.953 1.970 2.251
H 1.928 3.677 0.505
H 3.227 4.624 1.303
H 0.502 5.708 0.805
H 2.015 6.474 1.325
H 0.540 6.553 2.317
H 4.490 2.732 1.109
H 3.579 1.309 0.948
C 0.045 -3.560 0.219
C 0.584 -4.005 -1.141
C 0.219 -5.426 -1.521
O 0.984 -6.357 -0.758
C 0.909 -7.658 -1.278
N 0.090 -3.141 -2.217
H 0.195 -2.500 0.405
H 0.466 -4.198 1.004
H -1.020 -3.816 0.299
H 1.674 -3.930 -1.073
H 0.619 -5.520 -2.538
H -0.855 -5.638 -1.492
H -0.046 -8.124 -1.013
H 1.748 -8.201 -0.842
H 1.053 -7.754 -2.362
H -0.928 -3.226 -2.197
H 0.199 -2.144 -1.993
C 0.470 0.279 4.012
C -0.523 -0.766 3.504
C 0.021 -2.161 3.668
O 0.252 -2.552 5.012
C 0.508 -3.918 5.174
N -1.786 -0.526 4.241
H 0.091 1.302 3.956
H 1.319 0.338 3.315
H 0.791 0.116 5.039
H -0.712 -0.547 2.452
H 1.023 -2.208 3.216
H -0.693 -2.869 3.229
H -0.148 -4.567 4.580
H 0.389 -4.168 6.225
H 1.537 -4.130 4.852
H -2.602 -0.844 3.716
H -1.799 -1.203 5.007
C -5.549 -0.407 1.770
C -4.473 -0.857 0.795
C -4.324 0.149 -0.332
O -3.366 -0.293 -1.263
C -3.260 0.583 -2.354
N -3.198 -1.086 1.540
H -5.291 0.555 2.231
H -5.773 -1.119 2.558
H -6.457 -0.157 1.211
H -4.789 -1.824 0.393
H -4.130 1.130 0.131
H -5.292 0.245 -0.847
H -4.170 0.820 -2.918
H -2.559 0.088 -3.028
H -2.812 1.557 -2.122
H -2.549 -1.127 0.749
H -2.956 -0.210 2.003
*
```

---

b | Molecular formula: C24H72N6O9
Method: DFT, ωB97M-V/def2-TZVPD

Calculated values
SMILES: COC[C@H](C)N.COC[C@H](C)N.COC[C@H](C)N.COC[C@H](C)N.COC[C@H](C)N.COC[C@H](C)N.O.O.O
HOMO-LUMO gap (eV): 9.426
Highest occupied orbital energy (eV): -9.071

ORCA input file:
```
! wB97M-V def2-TZVPD RIJCOSX def2/J DEFGRID3
* xyz 0 1
C 8.839 10.709 7.374
C 8.485 10.385 8.839
C 8.498 11.603 9.780
O 9.737 12.299 9.722
C 10.795 11.688 10.385
N 7.103 9.794 8.834
H 8.040 11.296 6.901
H 8.904 9.786 6.805
H 9.772 11.266 7.260
H 9.188 9.651 9.208
H 8.246 11.286 10.814
H 7.688 12.266 9.474
H 10.440 11.099 11.247
H 11.463 12.445 10.796
H 11.326 11.031 9.708
H 7.093 8.859 8.452
H 6.822 9.713 9.803
C 13.956 19.769 14.819
C 13.436 19.135 16.034
C 12.868 17.764 15.754
O 11.703 17.895 14.957
C 10.991 16.707 14.691
N 14.466 18.926 17.034
H 14.839 19.292 14.423
H 14.139 20.818 15.016
H 13.209 19.657 14.044
H 12.597 19.770 16.328
H 12.609 17.295 16.707
H 13.640 17.157 15.256
H 10.815 16.117 15.612
H 11.500 16.040 14.016
H 10.026 17.022 14.318
H 14.111 19.012 17.977
H 15.109 19.703 16.978
C 10.656 12.139 17.520
C 11.414 13.352 16.942
C 12.320 14.065 17.945
O 11.490 14.730 18.875
C 12.212 15.325 19.882
N 12.082 13.002 15.672
H 10.299 12.362 18.521
H 11.277 11.228 17.559
H 9.836 11.875 16.871
H 10.640 14.083 16.717
H 12.956 14.792 17.408
H 12.998 13.379 18.438
H 12.618 16.291 19.564
H 13.096 14.717 20.187
H 11.584 15.388 20.772
H 12.562 12.120 15.727
H 12.736 13.723 15.417
C 11.940 9.337 14.348
C 10.747 8.920 15.176
C 9.931 7.855 14.412
O 9.583 8.275 13.086
C 8.478 9.138 12.950
N 11.153 8.401 16.485
H 11.612 9.668 13.369
H 12.642 8.492 14.223
H 12.490 10.187 14.771
H 10.134 9.808 15.342
H 8.997 7.669 15.018
H 10.607 7.005 14.234
H 7.629 8.739 13.553
H 8.193 9.069 11.891
H 8.750 10.176 13.178
H 11.168 9.101 17.197
H 12.080 8.022 16.396
C 7.819 14.423 15.515
C 6.774 13.755 14.646
C 5.816 14.845 14.165
O 6.671 15.827 13.571
C 5.925 16.896 13.094
N 7.391 13.045 13.531
H 7.394 15.058 16.301
H 8.427 15.041 14.860
H 8.434 13.658 15.979
H 6.124 13.024 15.148
H 5.347 15.311 15.052
H 5.074 14.493 13.423
H 6.613 17.752 13.002
H 5.137 17.154 13.811
H 5.399 16.621 12.172
H 7.627 13.733 12.835
H 8.294 12.685 13.831
C 13.458 19.679 9.316
C 13.227 19.130 10.686
C 12.310 17.940 10.691
O 13.029 17.014 9.905
C 12.445 15.742 9.862
N 14.462 18.718 11.338
H 12.511 19.809 8.769
H 14.032 19.003 8.666
H 13.953 20.659 9.366
H 12.655 19.886 11.238
H 11.293 18.152 10.314
H 12.222 17.608 11.728
H 12.201 15.343 10.855
H 13.052 15.087 9.241
H 11.425 15.794 9.459
H 14.833 17.945 10.806
H 15.153 19.440 11.266
O 13.393 12.942 12.058
H 13.914 12.551 11.340
H 13.557 13.890 12.025
O 9.501 15.704 11.907
H 9.830 14.878 12.330
H 8.637 15.841 12.346
O 10.671 13.417 13.249
H 10.890 13.347 14.218
H 11.397 12.960 12.822
*
```

---

So which one is most stable? That would be b, about 9.6 kcal/mol below the next structure.